No. 1
24
Properties=species:S:1:pos:R:3:mulliken_charge:R:1 method="wB97M-V/def2-TZVPD" e_tot_ev=-17943.1035 charge=+1 e_lumo_ha="-0.21421 / -0.21418" de_lowest_kcal_mol=118.8 orbital_gap_ev="6.6 / 6.6" fmax_ev_per_a=5.7 homo_energy_ev="-12.43 / -12.43"
C -0.15 -2.29 0.04 -0.59
C -0.19 -1.26 -0.84 -0.51
C -0.13 -2.17 1.39 0.69
C 0.05 -0.83 1.65 0.29
C 0.04 0.07 -0.42 0.72
C 0.43 -2.95 3.56 -0.23
C 0.33 1.15 -2.58 -0.96
C 0.11 2.57 -0.57 -0.80
N 0.02 0.14 0.92 -0.17
N -0.45 0.28 3.94 -0.17
N -0.05 -3.16 2.42 -0.49
N -0.91 0.81 4.81 0.58
N 0.18 1.17 -1.16 -0.14
O -1.36 1.38 5.71 -0.49
H -0.18 -3.32 -0.32 0.45
H -0.43 -1.35 -1.90 0.41
H 0.53 -3.74 4.30 0.30
H 0.77 -1.86 3.77 0.12
H 0.68 0.24 -3.08 0.40
H -0.74 1.45 -2.94 0.36
H 0.90 1.97 -2.68 0.28
H 0.22 2.26 0.52 0.28
H 1.00 3.15 -0.89 0.36
H -0.87 3.04 -0.84 0.31

No. 2
126
Properties=species:S:1:pos:R:3:mulliken_charge:R:1 method="wB97M-V/def2-TZVPD" e_tot_ev=-353105.6465 e_lumo_ha="-0.03132 / -0.03853" de_lowest_kcal_mol=49.0 orbital_gap_ev="6.6 / 6.3" spin_multiplicity=2 fmax_ev_per_a=3.7 homo_energy_ev="-7.45 / -7.35"
Ti 0.58 -1.20 -0.21 -0.28
O 0.80 0.12 1.28 0.55
C 0.31 0.29 2.60 -0.60
C -1.14 0.69 2.64 0.36
C -1.73 1.12 3.82 -1.21
C -3.04 1.58 3.78 -0.81
C -3.69 1.60 2.56 -1.21
C -3.03 1.10 1.45 -0.42
N -1.79 0.63 1.49 1.28
H 0.68 0.99 0.81 -1.27
H 0.91 1.05 3.12 0.49
H 0.42 -0.67 3.13 0.06
H -1.18 1.10 4.75 0.60
H -3.54 1.91 4.68 0.52
H -4.69 2.00 2.46 0.54
H -3.50 1.10 0.47 0.52
Cl 3.33 -1.58 -6.69 -0.23
C 2.46 -1.78 -5.21 0.15
C 2.76 -0.99 -4.11 -0.83
C 2.06 -1.18 -2.94 0.45
Cl 2.42 -0.21 -1.55 -0.24
C 1.01 -2.12 -2.80 -0.19
O 0.35 -2.30 -1.71 0.50
C 0.75 -2.88 -3.97 0.55
Cl -0.52 -4.02 -3.88 -0.21
C 1.46 -2.74 -5.14 -0.81
H 3.54 -0.25 -4.16 0.57
H 1.24 -3.37 -5.99 0.50
C -3.85 -4.99 1.10 -1.25
Ge -3.48 -3.22 0.24 1.53
C -4.95 -1.94 0.75 -1.42
C -3.70 -3.38 -1.75 -1.16
Ge -1.08 -2.70 0.97 1.69
C -1.18 -2.70 2.98 0.56
C -0.06 -2.87 3.80 0.35
C -0.18 -2.89 5.18 -0.90
C -1.41 -2.67 5.78 -0.69
C -2.52 -2.44 4.99 -0.91
C -2.40 -2.47 3.61 -0.01
C -0.19 -4.43 0.51 0.29
C 0.90 -4.97 1.19 -0.34
C 1.55 -6.10 0.73 -0.69
C 1.13 -6.73 -0.43 -0.75
C 0.05 -6.21 -1.12 -0.70
C -0.59 -5.08 -0.66 -0.31
H -4.78 -5.40 0.72 0.51
H -3.93 -4.90 2.18 0.34
H -3.04 -5.68 0.87 0.33
H -5.90 -2.44 0.59 0.51
H -4.95 -1.06 0.12 0.36
H -4.91 -1.61 1.78 0.38
H -4.48 -2.69 -2.06 0.44
H -4.01 -4.39 -2.01 0.44
H -2.79 -3.15 -2.29 0.11
H 0.92 -3.01 3.36 -0.09
H 0.69 -3.08 5.79 0.43
H -1.50 -2.67 6.85 0.39
H -3.48 -2.25 5.44 0.47
H -3.28 -2.32 3.00 -0.13
H 1.25 -4.52 2.11 0.09
H 2.40 -6.50 1.28 0.50
H 1.64 -7.60 -0.80 0.39
H -0.29 -6.70 -2.03 0.43
H -1.44 -4.69 -1.22 0.18
C -1.68 1.08 -4.65 -0.92
N -1.63 0.58 -3.31 0.61
C -2.64 -0.02 -2.62 -2.07
C -2.11 -0.40 -1.42 -0.49
N -0.80 -0.06 -1.37 2.27
C -0.54 0.53 -2.53 -1.72
H -2.63 1.58 -4.83 0.38
H -1.58 0.26 -5.37 0.25
H -0.86 1.78 -4.81 0.30
H -3.63 -0.13 -3.02 0.57
H -2.61 -0.87 -0.59 0.20
H 0.39 0.99 -2.80 0.69
N 5.61 -4.86 -1.45 -0.31
C 4.34 -4.39 -1.45 0.03
O 3.55 -4.66 -2.35 -0.56
C 3.96 -3.51 -0.32 0.39
C 4.85 -3.00 0.66 -0.91
C 4.31 -2.12 1.59 -1.62
C 2.99 -1.73 1.52 -0.36
N 2.12 -2.20 0.57 1.25
C 2.64 -3.11 -0.28 0.09
H 5.93 -5.39 -2.24 0.27
H 6.27 -4.59 -0.75 0.10
H 5.89 -3.27 0.72 0.39
H 4.93 -1.72 2.38 0.54
H 2.60 -1.04 2.25 0.21
H 1.96 -3.57 -0.99 0.49
F 3.51 3.06 -0.49 -0.22
C 3.64 4.32 -0.92 -0.32
C 2.56 5.17 -0.82 -0.13
C 2.72 6.47 -1.26 0.25
F 1.67 7.31 -1.15 -0.33
C 3.91 6.92 -1.80 0.04
F 4.03 8.18 -2.24 -0.30
C 4.98 6.04 -1.91 0.67
F 6.13 6.45 -2.46 -0.30
C 4.85 4.73 -1.45 -0.07
F 5.89 3.89 -1.55 -0.31
Ge 0.76 4.53 -0.21 2.69
S 0.38 2.47 -0.45 -1.02
C 0.45 5.07 1.68 -0.61
C 1.44 5.55 2.52 0.36
F 2.68 5.71 2.02 -0.28
C 1.19 5.84 3.85 -0.01
F 2.17 6.30 4.65 -0.31
C -0.09 5.65 4.37 0.60
F -0.35 5.94 5.64 -0.31
C -1.09 5.13 3.55 0.13
F -2.32 4.89 4.05 -0.36
C -0.80 4.85 2.22 0.68
F -1.76 4.36 1.42 -0.44
C -0.62 5.48 -1.33 -0.46
C -1.46 6.46 -0.85 0.33
F -1.17 7.04 0.32 -0.38
C -2.60 6.86 -1.54 0.21
F -3.41 7.79 -1.03 -0.32
C -2.90 6.27 -2.76 0.62
F -4.01 6.61 -3.42 -0.31
C -2.04 5.31 -3.29 0.07
F -2.31 4.73 -4.47 -0.34
C -0.92 4.94 -2.57 0.14
F -0.10 4.01 -3.09 -0.39

No. 3
25
Properties=species:S:1:pos:R:3:mulliken_charge:R:1 method="wB97M-V/def2-TZVPD" e_tot_ev=-9024.4014 e_lumo_ha=0.04100 de_lowest_kcal_mol=19.0 orbital_gap_ev=9.8 fmax_ev_per_a=1.2 homo_energy_ev=-8.68
C 1.73 2.18 -1.70 -1.22
C 0.79 2.45 -0.54 -0.26
C 1.10 1.57 0.67 -0.80
N 0.90 0.14 0.43 -0.24
C -0.44 -0.27 -0.08 -0.70
C -0.95 -1.48 0.68 0.77
C -2.47 -1.59 0.61 -1.78
C -0.23 -2.81 0.28 -1.25
H 1.34 2.51 -2.66 0.33
H 1.88 1.10 -1.80 0.31
H 2.75 2.54 -1.58 0.34
H 0.94 3.48 -0.19 0.36
H -0.23 2.31 -0.87 0.26
H 2.14 1.70 0.92 0.43
H 0.54 1.97 1.53 0.31
H 1.07 -0.29 1.33 0.23
H -0.24 -0.45 -1.14 0.22
H -1.19 0.52 -0.02 0.23
H -0.69 -1.37 1.73 0.24
H -2.87 -2.34 1.30 0.43
H -2.79 -1.92 -0.38 0.36
H -2.95 -0.66 0.90 0.43
H 0.60 -2.96 0.96 0.31
H -0.93 -3.64 0.29 0.40
H 0.23 -2.68 -0.70 0.28

No. 4
46
Properties=species:S:1:pos:R:3:mulliken_charge:R:1 method="wB97M-V/def2-TZVPD" e_tot_ev=-52539.1167 charge=+2 e_lumo_ha="-0.27078 / -0.35188" de_lowest_kcal_mol=3.1 orbital_gap_ev="7.8 / 5.7" spin_multiplicity=5 fmax_ev_per_a=0.9 homo_energy_ev="-15.21 / -15.29"
Ru -0.64 -1.20 -0.50 0.89
C 0.73 -2.38 3.83 -1.23
C 1.14 -1.04 3.35 0.62
N 1.70 -0.20 4.21 -0.50
C 2.11 0.98 3.75 -0.63
C 2.08 1.41 2.39 0.36
C 2.69 2.74 2.05 -0.81
O 1.95 3.35 1.00 -0.51
C 1.50 0.57 1.47 -0.51
C 1.61 0.83 0.02 -0.19
N 1.05 0.11 -0.87 0.28
C 1.28 0.31 -2.26 0.68
C 1.44 1.56 -2.84 -0.23
C 1.62 1.66 -4.21 -0.87
C 1.64 0.53 -5.00 -0.57
C 1.47 -0.73 -4.44 -0.61
C 1.29 -0.82 -3.07 0.13
I 1.07 -2.67 -2.14 0.26
C 0.94 -0.65 1.95 1.09
O 0.27 -1.46 1.22 -0.78
H 0.48 -2.32 4.88 0.40
H 1.59 -3.06 3.73 0.32
H -0.09 -2.79 3.25 0.34
H 2.52 1.65 4.50 0.41
H 3.73 2.59 1.76 0.31
H 2.70 3.36 2.95 0.55
H 1.91 4.30 1.14 0.34
H 2.28 1.63 -0.29 0.87
H 1.37 2.45 -2.22 0.54
H 1.73 2.64 -4.66 0.42
H 1.77 0.62 -6.07 0.44
H 1.47 -1.62 -5.06 0.44
F -1.71 -0.98 -2.16 -0.49
B -2.24 0.56 -2.25 0.64
F -1.82 1.01 -3.43 -0.27
F -3.56 0.48 -1.99 -0.27
F -1.50 1.09 -1.15 -0.29
N -5.32 -2.89 1.03 -0.53
N -4.33 -1.98 0.84 1.22
N -4.51 -0.70 1.12 -0.79
C -3.32 -0.20 0.86 -0.29
N -2.47 -1.16 0.48 0.28
N -3.15 -2.31 0.45 -0.59
H -6.22 -2.43 1.01 0.32
H -5.18 -3.70 0.44 0.30
H -3.08 0.85 0.96 0.50

What did the first record say?
24
Properties=species:S:1:pos:R:3:mulliken_charge:R:1 method="wB97M-V/def2-TZVPD" e_tot_ev=-17943.1035 charge=+1 e_lumo_ha="-0.21421 / -0.21418" de_lowest_kcal_mol=118.8 orbital_gap_ev="6.6 / 6.6" fmax_ev_per_a=5.7 homo_energy_ev="-12.43 / -12.43"
C -0.15 -2.29 0.04 -0.59
C -0.19 -1.26 -0.84 -0.51
C -0.13 -2.17 1.39 0.69
C 0.05 -0.83 1.65 0.29
C 0.04 0.07 -0.42 0.72
C 0.43 -2.95 3.56 -0.23
C 0.33 1.15 -2.58 -0.96
C 0.11 2.57 -0.57 -0.80
N 0.02 0.14 0.92 -0.17
N -0.45 0.28 3.94 -0.17
N -0.05 -3.16 2.42 -0.49
N -0.91 0.81 4.81 0.58
N 0.18 1.17 -1.16 -0.14
O -1.36 1.38 5.71 -0.49
H -0.18 -3.32 -0.32 0.45
H -0.43 -1.35 -1.90 0.41
H 0.53 -3.74 4.30 0.30
H 0.77 -1.86 3.77 0.12
H 0.68 0.24 -3.08 0.40
H -0.74 1.45 -2.94 0.36
H 0.90 1.97 -2.68 0.28
H 0.22 2.26 0.52 0.28
H 1.00 3.15 -0.89 0.36
H -0.87 3.04 -0.84 0.31